No. 1
# C64H77N6O2

2 unconnected molecules or ions with the total composition C64H77N6O2 in a non-equilibrium geometry (wB97M-V/def2-TZVPD, the Open Molecules 2025 dataset).

Each line ends with the Löwdin charge.
Cartesian coordinates (Å):
C: -5.346 -1.901 6.403  -0.14
C: -0.459 2.088 -1.380  -0.25
H: -5.516 6.865 5.253  0.09
C: -3.968 0.891 -1.012  -0.51
C: -0.628 2.226 -2.834  -0.16
H: 0.744 -1.424 2.891  0.12
H: -3.749 -3.827 8.628  0.14
H: -4.144 0.667 8.349  0.10
H: -0.611 2.678 -6.713  0.11
C: -0.289 -1.706 2.636  -0.02
C: 1.477 -1.191 -0.263  -0.04
H: -5.908 1.136 -0.069  0.08
H: -4.615 0.821 1.082  0.05
C: -5.277 0.225 5.136  -0.20
H: -7.725 6.691 0.328  0.12
H: -3.248 5.818 2.947  0.08
C: -4.990 0.552 0.083  -0.06
C: -2.503 -1.011 1.861  -0.02
C: -0.743 -1.364 -1.425  -0.05
H: -5.988 7.409 1.806  0.14
H: 1.125 -3.566 -1.485  0.09
H: -1.924 0.526 -3.228  0.10
C: -4.727 -3.345 8.837  -0.16
H: 3.638 1.274 2.890  0.09
C: 0.547 5.114 3.426  -0.04
H: -1.450 4.345 0.049  0.05
C: -4.818 -1.234 7.553  -0.14
H: -1.980 0.870 -5.663  0.11
C: -7.092 4.817 1.206  -0.14
H: -6.483 5.120 5.847  0.11
H: 1.276 -2.049 0.394  0.09
O: -3.437 -4.837 1.311  0.03
C: -2.416 3.328 2.606  -0.05
H: -6.784 -3.651 8.309  0.12
C: -0.729 -3.014 2.762  0.01
H: 0.710 4.237 -5.265  0.11
C: -6.636 5.083 3.678  -0.13
H: 2.395 -2.681 -2.330  0.09
H: -4.980 -3.561 9.885  0.12
C: -5.578 -1.168 5.251  0.04
H: 0.734 -0.493 -3.581  0.10
C: -0.478 1.330 0.740  -0.25
C: 3.229 1.112 1.884  -0.04
H: -4.005 1.275 -3.156  0.08
C: -4.508 0.147 7.464  0.01
H: -4.812 -3.918 6.001  0.13
H: 3.591 1.728 -0.836  0.10
H: -0.076 -3.819 3.078  0.12
C: -1.418 -2.570 -1.639  -0.01
H: -7.781 4.155 0.666  0.13
C: 1.311 -2.734 -2.171  -0.07
C: 1.890 4.942 3.728  -0.05
C: -6.220 7.342 4.564  -0.03
H: 1.069 -0.310 0.237  0.05
C: -0.641 0.663 1.939  -0.05
N: -0.816 0.980 -0.571  0.11
C: 2.634 4.026 3.007  -0.04
C: 0.109 3.283 -3.437  -0.01
H: -6.174 4.885 0.601  0.12
C: -6.752 4.227 2.539  -0.14
C: 1.271 -0.357 -2.634  -0.03
H: 5.159 2.516 0.437  0.09
C: -2.044 -3.322 2.339  -0.16
C: -1.895 5.010 0.787  -0.04
H: -3.977 -2.596 1.700  0.12
H: -0.238 1.190 2.806  0.12
C: -1.378 1.542 -5.049  -0.07
C: -6.473 2.881 2.676  0.03
C: 0.692 3.411 1.712  -0.05
H: 0.667 3.956 -2.778  0.11
H: -3.177 -0.223 1.521  0.08
C: -5.791 -3.907 7.909  -0.16
C: -6.441 4.489 4.957  0.01
C: -1.374 1.358 -3.664  -0.05
C: -4.710 1.032 -2.349  -0.03
C: -4.697 0.843 6.290  -0.02
C: -6.233 3.131 5.068  0.00
H: 2.565 -1.058 -0.364  0.10
H: -2.040 5.442 4.182  0.08
H: 4.450 4.117 0.722  0.10
H: -0.862 -3.485 -1.843  0.11
H: -6.643 2.214 1.827  0.12
C: -1.502 -0.220 -1.036  -0.08
H: -1.463 6.007 0.613  0.10
C: -3.367 2.236 -0.674  -0.04
H: -6.546 -3.601 5.918  0.12
C: 3.113 2.444 1.144  -0.52
H: 1.097 0.657 -2.281  0.05
C: -7.722 6.205 1.307  -0.15
C: -0.090 4.345 2.452  -0.07
C: -6.050 2.295 3.912  -0.19
H: -2.340 3.139 3.689  0.10
C: -5.634 -3.365 6.480  -0.14
N: -4.616 -1.911 8.715  -0.12
H: -2.977 5.056 0.598  0.08
H: 2.505 3.141 -0.833  0.09
C: -2.921 -0.268 -1.139  -0.10
H: -2.929 -1.082 9.715  0.11
N: -6.664 6.435 3.524  -0.10
H: -0.006 5.863 3.986  0.10
H: -5.245 0.115 -2.619  0.09
H: -7.067 7.732 5.152  0.11
H: -5.699 -4.997 7.912  0.12
C: 0.122 3.437 -4.819  -0.07
N: 0.055 2.596 0.671  -0.01
H: -2.778 2.640 -1.506  0.09
H: 4.995 3.102 2.088  0.07
N: 0.093 3.051 -0.651  0.15
H: -5.720 8.201 4.099  0.10
C: 2.745 2.211 -0.313  -0.05
H: 1.906 1.520 -0.406  0.04
H: -5.269 -0.509 0.099  0.09
H: -3.300 -3.600 -1.784  0.12
H: 2.354 5.528 4.522  0.11
C: -1.147 -0.686 2.118  -0.20
H: -5.441 1.848 -2.275  0.09
H: -7.513 8.011 2.488  0.14
N: -2.368 -4.655 1.944  -0.32
O: -1.577 -5.587 2.209  0.05
C: -2.170 5.688 3.122  -0.08
H: 2.352 -0.449 -2.821  0.10
C: -1.618 4.573 2.227  -0.51
H: -6.240 2.684 6.058  0.11
H: -6.087 -1.646 4.407  0.13
H: -4.160 2.963 -0.443  0.09
H: 0.852 -2.952 -3.142  0.09
C: 0.813 -1.395 -1.616  -0.51
H: -8.763 6.128 1.652  0.13
H: 2.242 0.640 1.996  0.07
C: -0.624 2.567 -5.631  -0.07
C: -3.539 -1.491 -1.457  -0.05
H: -2.024 2.439 2.112  0.03
H: -2.731 2.168 0.214  0.07
C: 2.092 3.325 1.927  -0.07
C: -2.965 -2.311 1.980  0.01
C: -4.004 -1.274 9.862  -0.04
H: -5.620 0.399 3.006  0.11
C: -2.802 -2.645 -1.635  -0.04
H: -4.428 1.896 6.264  0.11
H: 3.673 3.872 3.288  0.11
H: -1.684 6.649 2.911  0.09
H: -4.118 -1.946 10.716  0.09
C: -6.945 7.092 2.271  -0.16
C: 4.507 3.091 1.107  -0.06
H: -4.627 -1.537 -1.541  0.11
H: -4.500 -0.325 10.094  0.09
C: -5.575 0.957 3.944  0.09
H: 3.891 0.424 1.340  0.09
H: -3.479 3.440 2.341  0.08

## Properties
LUMO energy ... -4.2144 eV
Charge ... +1
DFT total energy ... -80644.622 eV
Relative energy (zero: lowest compared OMol25 entry of this formula, charge and spin) ... 0.0 kcal/mol
Multiplicity ... 1
HOMO level ... -8.7 eV
Maximum force ... 0.058 hartree/bohr



No. 2
# C64H78Br2CaGeN2OPSi

A molecular structure, C64H78Br2CaGeN2OPSi (wB97M-V/def2-TZVPD, the Open Molecules 2025 dataset).

Each line ends with the Mulliken spin population.
Cartesian coordinates (Å):
H: -2.791 4.920 -6.827  0.00
H: 2.364 4.185 -0.235  0.00
H: -4.930 2.685 -1.907  0.00
C: -4.808 -4.431 0.011  0.00
C: 0.624 5.617 -1.843  0.02
C: 2.092 3.214 0.181  -0.02
H: 4.816 -2.217 3.671  0.00
H: 1.950 0.201 4.113  0.00
C: -4.055 -4.081 -1.099  0.01
H: -2.857 1.620 4.851  0.00
H: -2.068 -0.516 -2.637  -0.03
C: -2.673 0.287 -2.223  0.64
H: -0.257 5.973 -1.321  0.00
H: -2.320 -4.812 2.099  0.00
C: 2.166 -3.225 4.604  0.00
H: -5.061 -5.468 0.191  0.00
N: 1.975 1.043 -0.886  -0.03
H: 4.972 5.031 -3.854  0.00
C: -1.654 2.222 1.731  0.03
C: 2.238 -2.226 -2.438  0.00
H: -1.706 -5.880 0.074  0.00
Ge: -1.012 3.228 -2.354  0.15
H: -2.245 -0.665 4.061  0.00
H: -3.151 -2.496 -2.206  0.00
H: 1.002 3.152 0.185  0.00
C: -2.268 2.845 -6.976  0.00
C: -4.905 -2.123 0.662  0.00
C: -2.879 1.395 3.784  0.00
C: -1.425 1.852 -4.959  0.03
H: 3.646 -3.929 2.198  0.00
C: 0.598 4.404 -2.484  0.08
C: -7.863 0.236 -2.376  0.00
C: 2.458 -3.020 6.100  0.00
P: 1.567 -1.736 2.106  0.00
C: 4.210 -3.091 1.804  0.00
C: -1.771 1.742 -6.299  0.00
H: 0.730 -0.085 6.118  0.00
C: -3.734 -2.749 -1.329  0.02
C: 6.245 -1.651 2.144  0.00
H: -1.841 3.300 3.571  0.00
C: 2.193 -0.717 4.656  0.00
C: -2.379 4.493 -1.641  -0.03
H: -2.849 1.084 -2.936  0.17
H: -3.623 2.201 0.158  -0.02
H: -3.334 3.207 2.669  0.00
C: -3.547 1.184 0.561  0.02
H: 2.446 3.171 1.215  0.00
H: -1.039 0.973 -4.448  0.01
C: 1.859 2.747 -3.857  0.01
H: 4.009 -0.244 2.622  0.00
H: 5.018 2.884 -5.060  0.00
C: 2.988 2.362 -4.521  0.00
C: 2.912 6.041 -2.467  0.01
C: -7.992 1.561 -2.762  0.00
H: 0.992 2.099 -3.865  0.00
H: 7.043 -2.182 1.619  0.00
C: -6.930 2.438 -2.585  0.00
H: -2.203 4.756 -0.596  0.00
C: 3.284 -1.909 1.413  0.00
C: 1.316 -4.545 1.205  0.00
H: -8.916 1.910 -3.205  0.00
H: 1.901 -4.843 2.076  0.00
H: 0.528 -1.918 4.169  0.00
C: 5.291 -2.661 2.791  0.00
C: 4.103 4.383 -3.858  0.00
C: 5.498 -0.739 1.159  0.00
C: 3.879 -0.009 -1.955  0.00
H: -1.108 -0.690 1.723  0.00
H: 4.696 -3.469 0.898  0.00
H: -0.340 -4.090 3.158  0.00
H: 0.712 -6.366 0.186  0.00
C: -5.598 0.655 -1.622  0.01
C: -4.152 -1.744 -0.454  -0.03
Si: -3.965 0.062 -0.913  0.04
C: 2.533 -0.016 -1.552  0.00
H: 3.969 -3.104 -3.358  0.00
C: 1.661 -1.151 -1.783  0.00
C: -2.457 2.630 2.968  0.00
C: -2.057 4.148 -4.966  -0.02
H: -2.541 2.766 -8.021  0.00
C: -6.676 -0.211 -1.811  0.00
H: -2.413 5.420 -2.216  0.00
H: 3.010 1.413 -5.042  0.00
H: 5.844 -3.529 3.155  0.00
H: 5.673 1.194 -1.964  0.00
H: 0.079 -6.223 1.809  0.00
H: 5.989 0.234 1.087  0.00
O: 0.438 -1.112 -1.363  0.01
H: -2.854 -0.839 1.781  0.00
C: 0.622 -3.198 1.460  0.00
H: -2.165 5.105 -4.468  0.00
Br: 6.194 -1.210 -3.184  0.00
H: 2.015 -4.438 0.372  0.00
H: 0.290 -2.816 0.485  0.00
C: 2.704 2.100 -0.611  0.01
H: 2.431 -3.980 6.619  0.00
C: 1.605 -1.944 3.952  0.00
C: 4.061 2.187 -0.994  0.00
C: 1.776 6.438 -1.828  0.00
C: -5.749 1.985 -2.021  -0.01
C: 4.041 -0.577 1.579  0.00
H: -0.835 -4.486 -0.521  0.00
H: -5.263 -1.367 1.355  0.00
H: 3.541 0.196 1.001  0.00
H: -3.363 4.030 -1.707  0.00
H: -3.716 -4.843 -1.788  0.00
C: 1.675 -0.636 6.099  0.00
H: -6.590 -1.250 -1.516  0.00
H: 1.746 7.389 -1.310  0.00
C: 1.789 3.982 -3.161  -0.03
C: -2.028 -0.158 1.984  0.01
H: 3.072 -2.011 0.340  0.00
H: -1.626 3.030 0.994  -0.02
H: 2.378 -0.060 6.706  0.00
C: 4.637 1.148 -1.657  0.00
C: 4.386 -1.156 -2.618  0.00
C: -0.632 -3.477 2.300  0.00
C: -2.410 4.051 -6.305  0.00
C: -5.231 -3.450 0.898  0.00
H: -8.686 -0.452 -2.516  0.00
N: -2.170 1.007 1.075  -0.07
H: -5.815 -3.718 1.769  0.00
H: -4.298 1.121 1.359  0.00
H: -1.069 -2.571 2.721  0.00
H: 5.525 -1.168 0.152  0.00
H: 3.799 6.664 -2.470  0.00
H: 1.577 -1.988 7.796  0.00
H: -7.020 3.473 -2.891  0.00
C: 1.472 -2.032 6.710  0.00
H: 1.441 -4.033 4.481  0.00
H: 0.454 -2.383 6.518  0.00
H: 6.730 -1.052 2.919  0.00
C: 4.127 3.195 -4.527  0.00
H: 3.285 -0.790 4.653  0.00
C: -1.682 -4.204 1.451  0.00
H: 3.075 -3.552 4.106  0.00
H: -1.652 0.795 -6.811  0.00
C: 0.287 -5.655 0.897  0.00
H: 4.617 3.085 -0.766  0.00
C: 3.581 -2.231 -2.852  0.00
H: 3.474 -2.632 6.231  0.00
C: -1.559 3.052 -4.261  0.01
C: -1.027 -5.080 0.377  0.00
H: -2.335 -3.467 0.979  0.00
Br: 1.194 -3.768 -2.747  0.00
H: -0.616 2.013 2.020  0.00
H: -3.913 1.127 3.553  0.00
H: -0.940 0.452 3.748  0.00
C: -1.972 0.211 3.469  0.00
C: 2.942 4.804 -3.161  -0.01
Ca: -0.456 0.738 -0.700  0.02

## Properties
LUMO energy (spin up / spin down) ... 0.1985 / -1.3148 eV
Charge ... 0
DFT total energy ... -304871.611 eV
Relative energy (zero: lowest compared OMol25 entry of this formula, charge and spin) ... 0.0 kcal/mol
Multiplicity ... 2
HOMO level (spin up / spin down) ... -7.0 / -7.1 eV
<S²> ... 0.759
Maximum force ... 0.007 hartree/bohr



No. 3
# C64H78FGeN9PS2SeTl

A molecular structure, C64H78FGeN9PS2SeTl in a non-equilibrium geometry (wB97M-V/def2-TZVPD, the Open Molecules 2025 dataset).

Each line ends with the Mulliken spin population.
Cartesian coordinates (Å):
H: -2.986 -0.752 -0.722  0.00
H: 2.994 6.150 0.913  0.00
H: 1.835 -1.101 -1.316  0.01
N: -0.876 -0.356 -3.963  0.00
C: 3.992 0.971 2.006  0.06
N: -2.703 -0.586 -2.763  0.00
H: 4.845 0.374 1.681  -0.01
H: -2.555 6.045 2.976  0.00
C: 2.175 3.178 -1.394  0.03
H: -5.019 0.987 -3.438  0.00
C: -0.605 4.423 4.205  0.00
C: 4.937 0.271 -1.338  -0.01
H: -0.865 -2.627 -5.411  0.00
H: -0.932 6.200 2.278  0.00
C: -2.631 3.315 3.224  0.00
C: -2.888 2.148 -5.826  0.00
C: 4.809 -1.696 -2.799  0.00
H: 0.837 -4.548 -5.340  0.00
C: -1.411 2.608 -0.848  -0.02
C: 1.458 2.298 3.600  0.04
H: 2.187 -3.516 3.796  0.00
H: -0.730 3.412 -2.680  0.00
C: -1.816 0.504 -4.501  0.00
C: -3.438 3.655 4.302  0.00
H: 2.774 3.745 4.492  0.00
Tl: -0.235 -0.018 1.483  0.07
Ge: 2.608 1.017 0.529  0.20
H: -0.449 3.487 4.741  0.00
H: -1.110 5.122 4.875  0.00
H: -3.226 4.558 4.864  0.00
C: 2.658 -5.893 1.481  0.00
H: -2.228 5.451 1.342  0.00
H: 5.302 -2.397 -3.463  0.00
H: -4.023 -1.950 -4.603  0.00
C: 2.389 5.547 -1.052  0.02
C: 2.252 2.806 4.616  0.01
H: 3.575 0.521 2.908  0.00
H: 2.115 -3.325 -5.436  0.00
H: 0.057 -2.858 -6.895  0.00
C: -4.370 0.076 2.130  0.00
H: 7.399 -1.172 -3.233  0.00
S: -1.872 -4.832 3.477  0.01
C: 0.174 -0.830 4.903  0.00
C: -2.977 0.360 -3.737  0.00
H: 5.216 2.076 -0.204  0.01
C: 3.894 -2.605 1.458  0.00
C: 4.309 -4.665 2.642  0.00
C: 0.870 0.447 4.831  0.00
C: 2.775 5.314 0.260  -0.01
H: -0.800 3.669 2.202  -0.02
C: 2.345 2.078 5.793  0.00
H: 1.758 4.658 -2.895  0.00
H: 0.927 0.545 -4.433  0.00
C: -3.568 -0.897 -1.635  -0.01
C: -1.749 1.407 -5.551  0.00
H: -6.457 0.624 1.885  0.00
N: 2.904 -5.144 0.255  0.00
H: -5.876 -0.565 0.707  0.00
C: 1.960 -4.040 0.091  0.00
C: -1.426 4.192 2.928  0.00
H: -5.137 3.157 5.518  0.00
H: -5.528 -0.967 3.658  0.00
H: -4.927 -3.444 -4.828  0.00
C: 2.877 -0.945 -1.582  0.15
C: 3.481 -1.821 -2.507  0.00
H: -5.621 -3.547 -2.559  0.00
C: 2.873 4.012 0.735  0.04
H: 2.952 2.439 6.613  0.00
C: -1.813 5.555 2.340  0.00
N: -2.171 1.820 1.333  0.12
H: 4.945 -5.538 0.248  0.00
Se: -0.597 -2.254 -1.853  0.00
P: 2.018 -2.763 1.465  0.02
C: -2.303 2.611 0.248  0.02
C: 7.021 1.503 -1.181  0.00
N: 4.614 -3.877 1.455  0.00
C: 3.572 0.075 -0.976  0.06
H: -3.779 -1.259 3.736  0.00
H: 1.011 -3.373 -4.041  0.00
H: -4.140 3.553 0.855  0.00
N: -0.881 -2.583 4.040  0.01
C: -4.310 -2.885 -4.122  0.00
H: -4.754 -2.020 2.472  0.00
C: 0.136 -2.557 -5.847  0.00
C: -2.924 2.148 2.468  0.03
H: -4.368 -0.157 -1.641  0.00
H: 1.658 -1.057 -6.104  0.00
C: -3.384 3.525 0.080  0.01
H: 4.463 -4.059 -0.618  0.00
H: 0.190 -1.374 5.848  0.00
C: 0.609 -1.102 -5.798  0.00
C: 7.646 0.577 -2.040  0.00
H: 1.709 0.288 6.804  0.00
C: 1.985 -4.031 2.852  0.00
F: -0.369 1.722 -0.860  -0.04
C: 6.931 -0.465 -2.557  0.00
C: -2.534 4.382 -2.006  0.00
H: 2.888 -2.613 -2.954  0.00
H: -3.404 -3.464 -3.931  0.00
H: 4.195 -2.035 2.342  0.00
H: 8.692 0.703 -2.293  0.00
N: 0.791 1.160 3.700  -0.01
H: -5.415 1.148 0.551  0.00
H: -2.593 5.063 -2.844  0.00
C: 0.497 -0.461 -4.413  0.00
H: -0.840 1.533 -6.124  0.00
C: -4.510 2.868 4.683  0.00
C: 2.590 2.924 -0.086  0.10
C: 5.705 1.354 -0.845  0.01
H: 0.030 -0.513 -6.514  0.00
C: -4.115 1.097 -4.021  0.00
H: -2.870 2.867 -6.635  0.00
C: 4.283 -4.666 0.272  0.00
H: 1.034 -1.048 -3.671  0.00
H: -1.341 -6.252 1.610  0.00
H: -3.324 -3.023 -1.592  0.00
H: 3.178 3.848 1.764  0.01
H: -4.922 2.591 -5.312  0.00
H: -5.602 1.081 4.278  0.00
N: 2.932 -5.134 2.695  0.00
S: -1.855 -2.540 1.490  0.09
H: 1.340 2.828 2.659  -0.01
H: 4.339 1.974 2.258  0.01
H: 4.967 -5.540 2.649  0.00
H: 0.942 -4.435 0.031  0.00
H: -4.704 -2.403 -0.695  0.00
C: -4.052 1.993 -5.077  0.00
C: -1.456 -3.153 3.008  0.00
H: -4.328 5.066 -1.056  0.00
H: -3.537 -0.172 1.476  -0.02
C: 5.564 -0.640 -2.233  0.01
C: -2.219 -5.685 1.915  0.00
C: -1.418 -1.013 -2.893  0.01
C: -5.064 -2.641 -2.809  0.00
H: -2.468 -4.939 1.164  0.00
C: -1.496 3.465 -1.917  0.00
H: 3.306 -6.775 1.476  0.00
N: -0.391 -1.345 3.874  0.03
H: 1.914 2.337 -2.030  0.00
H: 0.369 4.850 3.952  0.00
H: 2.323 6.560 -1.428  0.00
H: 7.591 2.342 -0.801  0.00
H: 1.616 -6.224 1.496  0.00
C: -5.606 0.339 1.261  0.00
C: -4.147 -2.308 -1.631  0.00
C: 2.083 4.473 -1.878  -0.01
H: 4.188 -2.032 0.575  -0.01
C: -4.624 -1.112 3.062  0.00
C: -4.767 1.705 3.981  -0.01
H: 4.516 -4.067 3.533  0.00
C: -3.491 4.378 -1.001  0.00
C: 1.085 -3.509 -5.119  0.00
C: -3.993 1.328 2.890  -0.01
H: -5.800 -1.841 -2.944  0.00
H: -3.060 -6.355 2.080  0.00
C: 1.645 0.891 5.907  0.00
H: 2.169 -3.534 -0.855  0.00
H: 0.982 -4.453 2.921  0.00

## Properties
LUMO energy (spin up / spin down) ... 1.9479 / 1.3081 eV
Charge ... -1
DFT total energy ... -241280.296 eV
Relative energy (zero: lowest compared OMol25 entry of this formula, charge and spin) ... 0.0 kcal/mol
Multiplicity ... 2
HOMO level (spin up / spin down) ... -3.8 / -4.1 eV
<S²> ... 0.762
Maximum force ... 0.020 hartree/bohr